(1)
Entry from the OMol25 dataset: 2 unconnected molecules or ions with the total composition C13H24N3O13P (the ωB97M-V functional and the def2-TZVPD basis).

Output
LUMO level ... 0.13 eV
HOMO level ... -9.2 eV
Net charge ... 0
SMILES string ... O=C(O)[C@]1(O)O[C@H](COP(=O)(O)O)[C@@H](O)[C@H]1O.CNC(=O)[C@H](CC(N)=O)NC(C)=O

```
54
C13H24N3O13P, DFT the ωB97M-V functional and the def2-TZVPD basis
O -1.970 5.711 -2.087
O 2.332 -1.818 6.092
O 0.900 2.121 -2.428
O -3.690 2.290 -4.238
O -0.811 -4.540 -1.488
O 3.056 -3.767 5.191
O 1.837 -0.527 3.737
O 1.432 -2.623 2.910
O 4.435 -0.719 3.127
O 3.283 -0.690 0.752
O -1.438 -6.090 0.343
O 0.911 -6.079 -0.694
O 0.084 -4.046 0.812
C -1.542 4.881 -1.297
C 2.591 -2.493 5.105
C 0.063 1.242 -2.340
C -3.294 3.053 -3.360
N 0.407 0.079 -1.839
N -4.101 3.986 -2.844
N -1.566 3.569 -1.527
C -0.978 5.322 0.032
C -5.495 4.186 -3.235
C 1.452 -3.647 0.690
C 2.357 -1.871 3.695
C 1.702 -2.386 1.518
C 3.649 -1.892 2.873
C 3.172 -1.957 1.420
C -1.388 1.444 -2.751
C -1.841 2.923 -2.824
P -0.311 -5.180 -0.263
H 3.095 -3.955 6.141
H 1.055 -0.531 4.319
H 3.803 0.011 3.305
H 4.137 -0.278 0.989
H -2.140 -5.442 0.469
H 0.494 -6.599 -1.392
H -0.252 -0.676 -1.791
H 1.371 -0.016 -1.566
H -3.671 4.669 -2.232
H -1.172 2.985 -0.809
H -1.002 6.410 0.084
H 0.053 4.980 0.113
H -1.576 4.903 0.839
H -5.948 4.971 -2.629
H -5.542 4.470 -4.288
H -6.053 3.257 -3.101
H 2.109 -4.450 1.044
H 1.705 -3.434 -0.356
H 1.054 -1.582 1.153
H 4.229 -2.794 3.098
H 3.771 -2.699 0.880
H -1.510 0.985 -3.731
H -2.033 0.912 -2.052
H -1.213 3.421 -3.567
```

(2)
Entry from the OMol25 dataset: a molecular structure, C13H25AgFNO3 (the ωB97M-V functional and the def2-TZVPD basis).

Output
2S+1 ... 2
LUMO level (spin up / spin down) ... -3.05 / -5.93 eV
HOMO level (spin up / spin down) ... -12.5 / -12.5 eV
Net charge ... +1
Energy above the lowest of the compared OMol25 structures with the same formula, charge and spin ... 0.0000 eV

```
44
C13H25AgFNO3, DFT the ωB97M-V functional and the def2-TZVPD basis
Ag -4.737 2.422 -0.688
F -2.899 1.497 -1.377
C 0.993 0.715 -3.451
C 1.388 -0.396 -2.433
C 2.732 -0.034 -1.758
C 3.161 -0.926 -0.574
C 2.006 -0.959 0.440
C 0.599 -1.138 -0.168
N 0.359 -0.373 -1.402
O -0.877 -0.516 -1.848
C 0.418 -2.666 -0.341
C -0.442 -0.710 0.884
C 1.544 -1.747 -3.142
H 0.535 0.155 -4.268
H 1.838 1.359 -3.668
H 0.156 1.339 -3.136
H 3.498 -0.013 -2.530
H 2.623 0.981 -1.357
H 4.161 -0.700 -0.221
H 3.239 -1.915 -1.044
H 2.033 -0.011 0.987
H 2.182 -1.770 1.143
H 1.174 -3.191 -0.911
H 0.129 -3.115 0.606
H -0.509 -2.862 -0.903
H -0.162 -1.152 1.838
H -0.472 0.372 1.055
H -1.473 -0.968 0.643
H 2.008 -2.615 -2.683
H 1.984 -1.608 -4.128
H 0.523 -2.105 -3.340
H -1.435 0.204 -1.410
O -3.511 2.655 1.190
C -2.976 2.197 2.162
O -2.996 0.875 2.420
C -2.173 0.596 3.566
C -1.675 1.940 4.152
C -2.010 2.955 3.064
H -1.286 0.016 3.314
H -2.810 0.079 4.278
H -0.648 2.007 4.481
H -2.470 2.104 4.883
H -1.274 3.135 2.272
H -2.446 3.886 3.408
```

(3)
Entry from the OMol25 dataset: a molecular structure, C13H25Br10Cl3O2Sr2 (the ωB97M-V functional and the def2-TZVPD basis).

Output
LUMO level ... -8.60 eV
HOMO level ... -13.2 eV
Net charge ... +2
Energy above the lowest of the compared OMol25 structures with the same formula, charge and spin ... 2.0730 eV

```
55
C13H25Br10Cl3O2Sr2, DFT the ωB97M-V functional and the def2-TZVPD basis
Sr -4.384 -1.859 -2.780
Sr -1.885 1.222 -2.981
O -2.100 -1.148 -1.918
C -0.707 -1.366 -1.566
C -0.024 -0.166 -0.768
O 0.024 1.126 -1.351
H -0.042 -1.570 -2.405
H -0.657 -2.217 -0.888
H 1.026 -0.374 -0.561
H -0.513 -0.141 0.206
Br 4.817 2.480 -1.854
C 4.764 1.593 -0.078
C 3.473 2.067 0.600
Br 3.033 1.115 2.353
H 5.665 1.855 0.477
H 4.686 0.516 -0.226
H 2.600 1.765 0.020
H 3.454 3.154 0.677
Br -0.933 -6.853 0.894
C 0.910 -6.300 0.368
C 0.893 -5.387 -0.863
Br 2.804 -4.853 -1.310
H 1.496 -7.204 0.204
H 1.230 -5.683 1.208
H 0.375 -4.435 -0.752
H 0.486 -5.878 -1.747
Br 0.100 3.127 -4.137
C 1.564 4.304 -3.610
C 1.261 4.698 -2.197
Br 2.605 5.874 -1.447
H 1.507 5.246 -4.157
H 2.576 3.898 -3.623
H 1.100 3.852 -1.528
H 0.316 5.230 -2.080
Br -3.457 2.329 -0.573
C -3.339 1.298 1.090
C -4.716 0.557 1.389
Br -5.224 -0.805 -0.005
H -3.070 1.989 1.889
H -2.497 0.618 0.958
H -5.545 1.255 1.507
H -4.709 0.028 2.342
Br 1.073 -2.978 2.676
C -0.763 -2.278 2.950
C -1.827 -3.153 2.229
Br -3.722 -2.715 2.752
H -0.612 -1.287 2.522
H -0.959 -2.229 4.021
H -1.639 -4.201 2.460
H -1.751 -3.073 1.145
C 0.285 3.334 1.635
Cl -1.140 4.140 0.980
Cl -0.134 2.148 2.818
Cl 1.464 4.490 2.248
H 0.762 2.846 0.784
```

(4)
Entry from the OMol25 dataset: a molecular structure, C13H25Br2N4O6V (the ωB97M-V functional and the def2-TZVPD basis).

Output
LUMO level ... -4.64 eV
HOMO level ... -8.1 eV
Net charge ... 0

```
51
C13H25Br2N4O6V, DFT the ωB97M-V functional and the def2-TZVPD basis
C 0.310 4.080 0.525
C 0.140 3.153 -0.808
C -1.215 2.280 -0.698
Br -2.474 3.125 -2.053
N -1.130 0.866 -1.057
C -0.308 0.616 -2.246
C 1.162 0.024 -2.036
C 1.671 -0.842 -3.319
C 2.926 -1.756 -2.842
O 2.844 -3.125 -3.313
C -1.097 -0.112 0.038
C -2.541 0.060 0.815
C -3.767 0.193 -0.240
O -3.920 -0.540 -1.222
Br -5.142 1.639 0.034
C 0.007 0.380 1.082
C 0.646 -0.677 2.085
N 1.493 -1.732 1.418
N 1.667 0.112 2.903
N -0.274 -1.248 3.120
C -1.112 -1.657 -0.311
O -1.116 -2.197 -1.459
O -1.233 -2.630 0.713
H -0.187 5.098 0.382
H 1.423 4.193 0.808
H -0.187 3.602 1.446
H 0.133 3.860 -1.719
H 1.096 2.538 -0.869
H -1.668 2.549 0.305
H -0.196 1.523 -2.953
H -0.873 -0.147 -2.909
H 1.954 0.860 -1.927
H 1.300 -0.662 -1.138
H 0.874 -1.569 -3.696
H 2.068 -0.151 -4.141
H 3.876 -1.295 -3.308
H 3.037 -1.794 -1.698
H 3.752 -3.423 -3.553
H -2.566 0.980 1.485
H -2.802 -0.841 1.459
H 0.901 0.892 0.561
H -0.452 1.220 1.736
H 1.186 -2.673 1.693
H 2.485 -1.576 1.676
H 2.287 0.546 2.197
H 1.106 0.916 3.264
H -1.268 -1.195 2.847
H -0.089 -0.842 4.048
O -1.236 -2.786 3.321
V -1.579 -4.218 4.296
O -1.909 -5.619 5.258
```

Per-record max |F|, eV/Å: 3.54 2.87 3.25 6.11